# C68H172N12O22

A 12-piece molecular cluster, C68H172N12O22 overall in a non-equilibrium geometry (the ωB97M-V functional and the def2-TZVPD basis, OMol25).

The calculation puts the largest force on an atom at 3.18 eV/A. As for the SMILES: COC[C@H](C)N.COC[C@H](C)N.COCCNCCOC.COCCNCCOC.COCCNCCOC.COCCNCCOC.COCCNCCOC.COCCNCCOC.COCCNCCOC.COCCNCCOC.COCCNCCOC.COCCNCCOC. The LUMO energy is 0.33 eV. The calculation puts the energy above the lowest of the compared OMol25 structures with the same formula, charge and spin at 752.03 kJ/mol. The highest occupied orbital energy comes out at -8.45 eV. The gap between HOMO and LUMO is 8.8 eV.

ORCA input file:
```
! RIJCOSX wB97M-V def2-TZVPD def2/J DEFGRID3
* xyz 0 1
C -3.270 21.864 20.933
O -3.369 22.896 21.892
C -2.082 23.383 22.290
C -2.345 24.534 23.272
C -3.157 25.718 22.689
N -1.128 24.987 23.811
H -2.658 21.062 21.346
H -2.845 22.271 20.016
H -4.175 21.340 20.624
H -1.562 22.556 22.772
H -1.492 23.739 21.446
H -2.941 23.990 24.004
H -4.097 25.231 22.432
H -2.688 26.094 21.779
H -3.349 26.503 23.420
H -1.344 25.610 24.575
H -0.624 24.244 24.274
C -27.864 19.321 10.610
O -27.973 20.254 11.635
C -28.858 19.913 12.661
C -28.848 20.921 13.875
C -27.615 20.806 14.867
N -30.154 20.731 14.532
H -26.961 19.513 10.032
H -28.710 19.348 9.923
H -27.655 18.323 10.995
H -29.883 19.770 12.319
H -28.560 18.905 12.952
H -29.012 21.949 13.552
H -27.737 21.433 15.751
H -26.686 21.186 14.443
H -27.434 19.807 15.262
H -30.083 19.813 14.948
H -30.852 20.603 13.812
C -15.101 27.523 10.668
O -15.293 28.460 11.655
C -16.269 28.141 12.752
C -16.564 29.393 13.588
N -17.255 30.500 12.938
C -16.529 31.084 11.830
C -17.098 32.414 11.366
O -16.692 33.537 12.243
C -17.003 34.726 11.553
H -14.254 27.791 10.036
H -16.003 27.275 10.110
H -14.671 26.672 11.196
H -15.759 27.368 13.327
H -17.208 27.707 12.410
H -15.624 29.746 14.011
H -17.132 29.159 14.488
H -17.625 31.157 13.610
H -16.570 30.342 11.033
H -15.493 31.263 12.118
H -18.182 32.322 11.300
H -16.731 32.630 10.363
H -16.457 34.820 10.614
H -16.771 35.574 12.197
H -18.066 34.910 11.395
C -21.699 22.955 22.631
O -21.769 24.363 22.709
C -20.809 24.917 23.603
C -20.410 26.289 23.131
N -19.345 26.729 24.046
C -18.655 27.951 23.742
C -17.739 27.731 22.457
O -16.958 26.579 22.773
C -16.052 26.082 21.782
H -20.760 22.594 22.212
H -22.559 22.624 22.048
H -21.792 22.524 23.628
H -19.881 24.348 23.559
H -21.234 24.721 24.587
H -21.270 26.938 22.963
H -19.963 26.139 22.149
H -18.650 26.036 23.810
H -18.030 28.299 24.565
H -19.367 28.765 23.602
H -17.171 28.620 22.181
H -18.361 27.539 21.582
H -15.670 25.096 22.048
H -15.218 26.763 21.618
H -16.582 25.966 20.837
C -23.588 35.123 18.659
O -24.153 36.387 18.160
C -23.465 36.844 16.980
C -23.896 38.336 16.689
N -25.376 38.478 16.516
C -25.686 39.877 16.250
C -27.248 40.125 16.328
O -27.646 39.745 17.656
C -29.084 39.893 17.927
H -23.781 34.337 17.929
H -24.158 34.878 19.555
H -22.507 35.208 18.773
H -23.821 36.245 16.142
H -22.375 36.815 16.979
H -23.432 38.740 15.788
H -23.543 38.906 17.549
H -25.861 38.191 17.354
H -25.320 40.163 15.264
H -25.226 40.526 16.996
H -27.807 39.499 15.633
H -27.434 41.190 16.190
H -29.570 39.191 17.249
H -29.553 40.863 17.769
H -29.288 39.532 18.935
C -11.819 23.734 18.152
O -13.014 23.264 17.419
C -13.067 21.883 17.243
C -14.269 21.600 16.321
N -15.456 22.110 17.006
C -16.758 21.882 16.302
C -18.023 22.468 16.935
O -17.963 23.870 16.752
C -19.193 24.504 17.114
H -11.935 23.536 19.217
H -11.582 24.797 18.101
H -10.978 23.079 17.925
H -13.144 21.381 18.208
H -12.133 21.452 16.882
H -14.315 20.532 16.105
H -14.041 22.004 15.335
H -15.342 23.113 17.039
H -16.776 20.798 16.192
H -16.646 22.354 15.325
H -18.179 22.251 17.991
H -18.844 21.923 16.469
H -19.866 24.782 16.303
H -18.999 25.484 17.551
H -19.724 23.958 17.894
C -24.354 30.694 3.132
O -24.302 29.806 4.284
C -24.313 30.571 5.522
C -23.875 29.807 6.734
N -22.623 29.038 6.539
C -22.016 28.565 7.818
C -22.918 27.597 8.578
O -23.021 26.294 7.945
C -23.494 25.287 8.826
H -25.274 31.278 3.154
H -24.350 30.157 2.183
H -23.482 31.347 3.092
H -25.358 30.876 5.581
H -23.704 31.465 5.390
H -24.716 29.166 6.995
H -23.795 30.485 7.583
H -22.877 28.273 5.930
H -21.680 29.444 8.369
H -21.117 27.991 7.592
H -23.869 28.082 8.797
H -22.427 27.392 9.529
H -23.711 24.460 8.150
H -24.450 25.589 9.253
H -22.812 24.934 9.599
C -2.631 33.548 10.444
O -3.093 32.270 10.238
C -2.188 31.306 10.867
C -2.596 29.862 10.532
N -4.025 29.530 10.503
C -4.191 28.125 10.248
C -5.612 27.665 10.346
O -6.190 27.987 11.659
C -7.343 27.365 12.103
H -3.280 34.336 10.063
H -1.706 33.714 9.893
H -2.481 33.766 11.502
H -2.271 31.582 11.918
H -1.158 31.538 10.594
H -2.140 29.211 11.278
H -2.034 29.510 9.667
H -4.259 29.489 11.485
H -3.601 27.527 10.942
H -3.799 27.839 9.272
H -5.686 26.606 10.097
H -6.171 28.121 9.529
H -7.075 26.836 13.018
H -7.593 26.545 11.430
H -8.238 27.972 12.245
C -20.629 16.663 16.310
O -21.654 17.245 15.499
C -22.269 16.411 14.521
C -21.309 15.417 13.758
N -20.152 16.007 13.044
C -20.557 16.758 11.862
C -19.355 17.303 11.032
O -18.503 18.101 11.841
C -17.399 18.694 11.218
H -19.773 16.562 15.643
H -20.953 15.702 16.710
H -20.486 17.397 17.103
H -22.811 17.017 13.795
H -23.072 15.859 15.010
H -21.886 14.824 13.048
H -20.919 14.801 14.569
H -19.840 16.695 13.715
H -21.286 17.527 12.116
H -21.120 16.198 11.115
H -19.734 17.799 10.139
H -18.795 16.449 10.652
H -16.726 19.099 11.974
H -17.672 19.391 10.425
H -16.850 17.881 10.743
C -20.060 14.396 27.090
O -19.118 15.273 26.662
C -19.591 16.622 26.914
C -18.608 17.600 26.268
N -18.265 17.146 24.885
C -17.257 18.108 24.334
C -16.528 17.630 23.035
O -15.792 16.461 23.461
C -14.863 15.955 22.462
H -21.041 14.439 26.617
H -20.259 14.529 28.153
H -19.770 13.353 26.961
H -19.814 16.834 27.959
H -20.554 16.678 26.407
H -17.705 17.578 26.877
H -19.180 18.527 26.215
H -18.060 16.163 24.994
H -16.393 18.198 24.993
H -17.613 19.137 24.286
H -15.989 18.503 22.666
H -17.261 17.447 22.249
H -15.432 15.246 21.859
H -14.033 15.423 22.927
H -14.452 16.667 21.746
C -7.982 19.341 26.091
O -8.223 18.727 27.333
C -8.838 17.437 27.213
C -8.819 16.895 28.643
N -7.448 16.748 29.101
C -7.393 16.033 30.393
C -5.968 16.017 30.794
O -5.634 17.216 31.483
C -4.371 17.153 32.197
H -7.424 20.238 26.358
H -8.926 19.522 25.576
H -7.257 18.748 25.533
H -8.340 16.883 26.417
H -9.890 17.496 26.933
H -9.296 15.952 28.377
H -9.428 17.385 29.402
H -7.084 17.663 29.323
H -7.550 15.006 30.061
H -8.118 16.302 31.161
H -5.284 15.850 29.961
H -5.849 15.170 31.469
H -4.242 18.162 32.588
H -3.523 16.856 31.580
H -4.424 16.391 32.974
C -11.546 23.273 5.185
O -10.812 22.832 6.301
C -11.109 21.523 6.705
C -10.015 21.059 7.750
N -10.479 19.819 8.330
C -9.692 19.492 9.522
C -10.055 18.190 10.158
O -9.558 18.154 11.475
C -10.055 17.117 12.228
H -11.215 24.279 4.927
H -12.631 23.317 5.283
H -11.328 22.677 4.299
H -11.255 20.804 5.898
H -12.055 21.660 7.228
H -10.102 21.831 8.515
H -9.054 20.890 7.264
H -10.253 19.031 7.740
H -9.855 20.312 10.221
H -8.626 19.426 9.301
H -9.639 17.295 9.694
H -11.142 18.113 10.191
H -9.547 17.038 13.189
H -9.896 16.104 11.859
H -11.105 17.317 12.443
*
```